#1
Molecular formula: C7H7NO2
Method: DFT, ωB97M-V with the def2-TZVPD basis set

Structure (XYZ):
```
17
Properties=species:S:1:pos:R:3:lowdin_charge:R:1
C 0.56 -2.09 -1.22 0.037
C 0.96 -1.22 -0.31 -0.119
C 0.26 0.05 0.03 -0.391
C 1.62 1.29 0.10 -0.105
O 2.74 0.99 0.27 0.086
C -0.27 0.18 1.41 -0.007
C -1.49 0.71 1.36 0.040
C -1.88 0.92 -0.05 -0.479
O -2.91 1.35 -0.52 0.069
N -0.79 0.51 -0.78 0.130
H 1.12 -2.98 -1.42 0.056
H -0.34 -1.95 -1.79 0.057
H 1.86 -1.38 0.26 0.109
H 1.20 2.30 -0.02 0.118
H 0.30 -0.10 2.28 0.126
H -2.15 0.94 2.18 0.113
H -0.78 0.48 -1.78 0.161
```

Properties
gap between HOMO and LUMO: 9.24 eV
net charge: 0
E_HOMO: -8.9636 eV
structure (SMILES): C=C[C@]1(C=O)C=CC(=O)N1
E_LUMO: 0.28 eV

#2
Molecular formula: C7H7NO2
Method: DFT, ωB97M-V with the def2-TZVPD basis set

Structure (XYZ):
```
17
Properties=species:S:1:pos:R:3:lowdin_charge:R:1
C 1.56 -2.87 0.10 0.126
C 1.71 -1.70 -0.13 -0.112
C 1.66 -0.26 -0.36 -0.091
C -1.29 0.30 0.89 -0.186
C -0.86 1.69 0.41 -0.113
C -1.59 -0.46 -0.36 -0.283
C 0.39 2.13 0.43 -0.221
N -2.07 0.16 -1.35 0.106
O 2.83 0.26 -0.52 0.078
O 1.45 2.66 0.40 0.109
H 1.47 -3.90 0.34 0.032
H -0.46 -0.20 1.35 0.087
H -2.16 0.28 1.50 0.106
H -1.55 2.58 0.21 0.140
H -1.59 -1.56 -0.24 0.116
H -2.10 -0.31 -2.22 0.037
H 2.62 1.20 -0.47 0.070
```

Properties
gap between HOMO and LUMO: 8.14 eV
net charge: 0
E_HOMO: -8.4818 eV
E_LUMO: -0.35 eV

#1 ends up most stable, edging out the next structure by 0.1849 hartree.

#1
Molecular formula: CH3FIN
Method: DFT, ωB97M-V with the def2-TZVPD basis set

Structure (XYZ):
```
7
Properties=species:S:1:pos:R:3:lowdin_charge:R:1
C -1.10 -0.06 0.25 -0.037
N -0.62 1.04 0.92 -0.062
F -0.84 2.21 0.26 -0.114
H -1.25 -0.02 -0.79 0.044
H -0.92 -0.92 0.94 0.067
I 2.40 -0.61 0.03 0.229
H 2.33 -1.64 -1.61 -0.127
```

Properties
gap between HOMO and LUMO: 9.08 eV
net charge: 0
E_HOMO: -9.8417 eV
structure (SMILES): C=NF.I
E_LUMO: -0.77 eV

#2
Molecular formula: CH3FIN
Method: DFT, ωB97M-V with the def2-TZVPD basis set

Structure (XYZ):
```
7
Properties=species:S:1:pos:R:3:lowdin_charge:R:1
N -0.87 -0.44 -0.29 0.020
C 0.10 0.30 0.38 -0.700
F -0.02 1.57 -0.22 -0.122
I 2.35 -0.26 0.06 0.498
H -0.86 -0.22 -1.28 0.095
H -0.79 -1.51 -0.05 0.145
H 0.08 0.56 1.41 0.064
```

Properties
gap between HOMO and LUMO: 9.59 eV
net charge: 0
E_HOMO: -9.5002 eV
structure (SMILES): N[C@H](F)I
E_LUMO: 0.09 eV

#2 ends up most stable, edging out the next structure by 0.1283 hartree.